Entry 1
{
  "formula": "C4H4O3S",
  "method": "ωB97M-V/def2-TZVPD",
  "e_lumo_ha": [-0.0644, -0.0489],
  "symbols": ["C", "C", "C", "C", "O", "O", "O", "S", "H", "H", "H", "H"],
  "xyz": [[0.703, 2.453, -0.353], [1.224, 2.039, 0.817], [-0.471, -1.251, 0.619], [0.469, -1.157, -0.289], [2.663, -0.030, -1.249], [2.737, -0.830, 1.085], [-0.281, 1.928, 0.336], [2.007, -0.209, 0.017], [0.659, 2.992, -1.279], [-1.359, -1.843, 0.457], [-0.395, -0.747, 1.570], [0.480, -1.598, -1.273]]
}

---

Entry 2
{
  "formula": "C4H4O3S",
  "method": "ωB97M-V/def2-TZVPD",
  "smiles": "O=C(O)/C=C\\C(=O)S",
  "e_lumo_ha": -0.0449,
  "symbols": ["O", "C", "O", "C", "C", "C", "O", "S", "H", "H", "H", "H"],
  "xyz": [[-2.637, -1.196, -1.675], [-1.577, -0.966, -1.159], [-0.592, -1.859, -1.241], [-1.428, 0.342, -0.406], [-0.442, 0.896, 0.327], [0.933, 0.393, 0.567], [1.366, -0.665, 0.111], [1.989, 1.390, 1.565], [0.194, -1.591, -0.735], [-2.359, 0.916, -0.473], [-0.754, 1.815, 0.822], [1.082, 2.385, 1.801]]
}

---

entry 2 is favored, and the nearest alternative lies 701.5 kJ/mol above it.

---

Entry 1
{
  "formula": "C19H28N2O3S",
  "method": "ωB97M-V/def2-TZVPD",
  "smiles": "CCNS(=O)(=O)c1ccc(CCC(=O)NCCC2=CCCCC2)cc1",
  "e_lumo_ha": 0.0174,
  "symbols": ["C", "C", "N", "S", "O", "O", "C", "C", "C", "C", "C", "C", "C", "O", "N", "C", "C", "C", "C", "C", "C", "C", "C", "C", "C", "H", "H", "H", "H", "H", "H", "H", "H", "H", "H", "H", "H", "H", "H", "H", "H", "H", "H", "H", "H", "H", "H", "H", "H", "H", "H", "H", "H"],
  "xyz": [[2.682, 3.035, -5.032], [2.245, 1.582, -4.886], [2.404, 1.075, -3.537], [1.291, 1.616, -2.396], [1.942, 2.496, -1.466], [0.117, 2.074, -3.080], [0.906, 0.087, -1.564], [0.034, -0.798, -2.167], [-0.294, -1.972, -1.515], [0.222, -2.251, -0.250], [-0.178, -3.502, 0.479], [-1.698, -3.636, 0.656], [-2.283, -2.516, 1.506], [-2.503, -2.649, 2.693], [-2.576, -1.391, 0.821], [-3.250, -0.257, 1.412], [-2.363, 0.987, 1.542], [-1.230, 0.834, 2.522], [0.005, 1.200, 2.205], [1.173, 1.115, 3.139], [0.865, 0.218, 4.334], [-0.495, 0.595, 4.907], [-1.583, 0.297, 3.880], [1.111, -1.353, 0.328], [1.466, -0.190, -0.334], [3.738, 3.143, -4.791], [2.103, 3.655, -4.351], [2.518, 3.378, -6.050], [2.813, 0.932, -5.559], [1.182, 1.491, -5.114], [3.335, 1.225, -3.176], [-0.380, -0.547, -3.130], [-0.957, -2.679, -1.993], [0.292, -3.519, 1.463], [0.179, -4.372, -0.081], [-2.196, -3.657, -0.314], [-1.905, -4.574, 1.173], [-2.273, -1.298, -0.136], [-3.603, -0.581, 2.392], [-4.117, -0.011, 0.788], [-1.965, 1.254, 0.560], [-3.007, 1.807, 1.875], [0.213, 1.620, 1.229], [2.050, 0.748, 2.601], [1.416, 2.125, 3.488], [0.837, -0.825, 4.014], [1.645, 0.320, 5.092], [-0.691, 0.039, 5.826], [-0.498, 1.660, 5.150], [-2.531, 0.732, 4.207], [-1.730, -0.785, 3.811], [1.522, -1.562, 1.303], [2.156, 0.520, 0.092]]
}

---

Entry 2
{
  "formula": "C19H28N2O3S",
  "method": "ωB97M-V/def2-TZVPD",
  "smiles": "O=C(NC1CCCC1)[C@H]1CC[C@@H](CNS(=O)(=O)c2ccccc2)CC1",
  "e_lumo_ha": 0.0225,
  "symbols": ["O", "C", "N", "C", "C", "C", "C", "C", "C", "C", "C", "C", "C", "N", "S", "O", "O", "C", "C", "C", "C", "C", "C", "C", "C", "H", "H", "H", "H", "H", "H", "H", "H", "H", "H", "H", "H", "H", "H", "H", "H", "H", "H", "H", "H", "H", "H", "H", "H", "H", "H", "H", "H"],
  "xyz": [[-0.027, -1.753, 0.513], [0.023, -1.951, -0.684], [-1.082, -2.190, -1.426], [-2.420, -2.258, -0.883], [-3.392, -1.376, -1.693], [-4.457, -2.319, -2.266], [-3.781, -3.688, -2.284], [-2.989, -3.685, -0.981], [1.300, -1.949, -1.522], [2.554, -2.212, -0.685], [2.911, -1.038, 0.222], [3.051, 0.251, -0.583], [3.459, 1.430, 0.309], [2.565, 1.593, 1.438], [1.397, 2.786, 1.387], [1.438, 3.464, 2.654], [1.540, 3.560, 0.186], [-0.137, 1.870, 1.330], [-1.103, 2.214, 0.406], [-2.320, 1.554, 0.424], [-2.552, 0.562, 1.365], [-1.569, 0.218, 2.280], [-0.354, 0.881, 2.267], [1.736, 0.525, -1.309], [1.422, -0.614, -2.271], [-0.984, -2.393, -2.409], [-2.324, -1.932, 0.155], [-2.844, -0.881, -2.496], [-3.836, -0.600, -1.074], [-5.323, -2.352, -1.603], [-4.797, -2.006, -3.252], [-4.497, -4.506, -2.338], [-3.107, -3.765, -3.139], [-2.196, -4.432, -0.958], [-3.659, -3.870, -0.142], [1.206, -2.757, -2.260], [2.396, -3.105, -0.076], [3.386, -2.410, -1.367], [2.123, -0.908, 0.963], [3.845, -1.258, 0.745], [3.845, 0.127, -1.331], [4.477, 1.276, 0.674], [3.435, 2.352, -0.282], [3.007, 1.586, 2.341], [-0.883, 2.991, -0.310], [-3.087, 1.819, -0.289], [-3.507, 0.057, 1.390], [-1.749, -0.564, 3.000], [0.424, 0.640, 2.972], [0.937, 0.614, -0.572], [1.798, 1.470, -1.852], [0.494, -0.402, -2.808], [2.225, -0.698, -3.008]]
}

---

entry 2 is favored, and the nearest alternative lies 47.9 kJ/mol above it.

---

Entry 1
{
  "formula": "CH3N3O",
  "method": "ωB97M-V/def2-TZVPD",
  "spin_multiplicity": 3,
  "s2": 2.02,
  "e_lumo_ha": [0.0329, -0.1012],
  "symbols": ["C", "N", "N", "N", "O", "H", "H", "H"],
  "xyz": [[-0.725, -0.382, -0.170], [1.136, 0.996, -0.019], [1.660, -0.102, 0.072], [-0.253, 0.872, -0.116], [1.006, -1.167, -0.074], [-1.318, -0.651, 0.686], [-0.873, -0.940, -1.048], [-0.632, 1.375, 0.670]]
}

---

Entry 2
{
  "formula": "CH3N3O",
  "method": "ωB97M-V/def2-TZVPD",
  "spin_multiplicity": 3,
  "s2": 2.01,
  "e_lumo_ha": [0.0407, -0.0963],
  "symbols": ["C", "N", "N", "N", "O", "H", "H", "H"],
  "xyz": [[0.226, 0.171, 0.351], [-2.777, -2.010, 0.497], [-2.304, -2.247, -0.473], [0.100, -0.870, -0.329], [-1.830, -2.489, -1.492], [0.094, 1.203, 0.007], [0.486, 0.052, 1.395], [-0.125, -0.744, -1.315]]
}

---

entry 2 is favored, and the nearest alternative lies 72.6 kJ/mol above it.

---

Entry 1
{
  "formula": "C2H4IN",
  "method": "ωB97M-V/def2-TZVPD",
  "e_lumo_ha": [-0.1605, -0.1623],
  "symbols": ["C", "C", "N", "I", "H", "H", "H", "H"],
  "xyz": [[0.195, -0.646, 0.160], [0.347, 0.535, -0.581], [-0.976, -1.038, 0.619], [-2.801, -4.563, 0.504], [1.123, -1.268, 0.237], [-0.397, 1.150, -1.039], [1.230, 0.580, -1.180], [-1.664, -0.391, 0.464]]
}

---

Entry 2
{
  "formula": "C2H4IN",
  "method": "ωB97M-V/def2-TZVPD",
  "smiles": "IN1CC1",
  "e_lumo_ha": -0.0528,
  "symbols": ["I", "N", "C", "C", "H", "H", "H", "H"],
  "xyz": [[-3.313, -0.145, 0.130], [-1.188, -0.258, -0.868], [-0.401, 0.739, -0.222], [-0.219, -0.779, -0.025], [-0.909, 1.294, 0.571], [0.326, 1.368, -0.664], [0.676, -1.155, -0.431], [-0.675, -1.185, 0.821]]
}

---

entry 2 is favored, and the nearest alternative lies 220.5 kJ/mol above it.

---

Entry 1
{
  "formula": "C3HCl5",
  "method": "ωB97M-V/def2-TZVPD",
  "e_lumo_ha": [-0.0277, -0.0341],
  "symbols": ["C", "C", "C", "Cl", "Cl", "Cl", "Cl", "Cl", "H"],
  "xyz": [[1.161, 0.444, -0.025], [-0.089, -0.035, 0.686], [-1.155, -0.566, -0.306], [1.240, 2.002, -0.661], [0.451, -1.403, 1.592], [-0.816, 1.232, 1.506], [-1.650, 0.710, -1.235], [-0.887, -2.095, -0.998], [1.746, -0.290, -0.559]]
}

---

Entry 2
{
  "formula": "C3HCl5",
  "method": "ωB97M-V/def2-TZVPD",
  "e_lumo_ha": -0.0399,
  "symbols": ["C", "C", "C", "Cl", "Cl", "Cl", "Cl", "Cl", "H"],
  "xyz": [[-0.573, 1.201, -0.333], [-1.202, 0.136, 0.161], [1.197, -1.202, 0.342], [-0.040, 1.218, -1.931], [-1.463, 0.090, 1.828], [-1.985, -1.055, -0.689], [2.022, -1.183, -1.201], [2.306, -1.375, 1.609], [-0.263, 2.170, 0.212]]
}

---

entry 1 is favored, and the nearest alternative lies 39.9 kJ/mol above it.

---

Entry 1
{
  "formula": "CH8O2S2",
  "method": "ωB97M-V/def2-TZVPD",
  "smiles": "CSS.O.O",
  "e_lumo_ha": 0.0171,
  "symbols": ["C", "S", "S", "H", "H", "H", "H", "O", "H", "H", "O", "H", "H"],
  "xyz": [[1.485, 0.656, 0.629], [1.811, -0.624, -0.594], [1.082, -2.338, 0.298], [1.657, 1.610, 0.128], [0.446, 0.594, 0.964], [2.147, 0.571, 1.477], [-0.222, -2.050, 0.151], [-1.666, 0.220, 1.020], [-1.771, 0.280, 0.058], [-2.132, -0.551, 1.346], [-1.274, 0.429, -1.632], [-0.423, -0.034, -1.708], [-1.138, 1.236, -2.137]]
}

---

Entry 2
{
  "formula": "CH8O2S2",
  "method": "ωB97M-V/def2-TZVPD",
  "smiles": "CSS.O.O",
  "e_lumo_ha": 0.0145,
  "symbols": ["C", "S", "S", "H", "H", "H", "H", "O", "H", "H", "O", "H", "H"],
  "xyz": [[-2.137, 1.775, 0.660], [-1.979, 0.096, 0.003], [-0.413, -0.578, 1.206], [-1.169, 2.234, 0.713], [-2.624, 1.715, 1.621], [-2.745, 2.351, -0.050], [0.457, -0.767, 0.204], [2.807, -1.643, -2.620], [2.531, -2.557, -2.463], [2.919, -1.285, -1.732], [3.030, 0.724, 0.262], [3.590, 0.877, 1.032], [2.517, 1.538, 0.203]]
}

---

entry 1 is favored, and the nearest alternative lies 35.8 kJ/mol above it.